(1)
A structure of composition C61H49BrN3O5P3SW, computed with ωB97M-V with the def2-TZVPD basis set.

orbital gap (alpha / beta) = 6.24 / 7.03 eV

Structure (ORCA input):
```
! RIJCOSX wB97M-V def2-TZVPD def2/J DEFGRID3
* xyz 0 3
W -0.169 0.167 -0.115
Br 6.202 4.493 -0.772
S -2.178 1.060 0.461
P -1.713 -1.941 -0.358
P -0.419 1.926 -2.019
P 0.746 -0.588 2.254
O -0.049 -1.026 -1.908
O 1.864 1.163 -0.416
O 0.615 1.889 1.192
O 0.574 -1.517 -3.992
O -2.484 0.079 -2.527
N 2.282 -1.845 -0.986
N 3.202 5.074 1.977
N 2.104 -1.594 -2.345
C 0.604 1.119 5.983
C 2.648 1.371 -4.684
C -3.814 -1.384 -3.916
C 0.992 0.405 4.862
C 1.450 -3.047 3.640
C 0.130 3.583 -1.432
C 5.351 -0.195 2.002
C 0.477 -2.146 3.225
C -2.515 3.635 -2.926
C 2.373 4.063 1.723
C -0.494 4.117 -0.301
C -3.429 -3.356 -2.016
C -0.845 1.325 3.625
C 1.114 -4.116 4.463
C -2.885 -3.658 1.617
C 1.110 4.331 -2.075
C 4.301 5.171 1.236
C -4.988 -3.179 2.682
C -5.082 -2.007 1.941
C -3.065 -1.127 -2.773
C -3.894 -4.009 2.507
C 2.619 3.120 0.738
C -0.191 -4.292 4.892
C 0.278 0.512 3.666
C 3.764 3.218 -0.033
C -0.518 1.937 5.932
C -0.110 1.596 -4.790
C -0.135 5.368 0.173
C 0.623 -4.908 -2.033
C -4.086 -1.668 1.042
C -3.823 3.893 -3.310
C -1.241 2.031 4.755
C 4.707 -1.349 1.568
C 1.995 1.293 -5.906
C -4.733 2.850 -3.385
C 3.229 0.719 2.669
C -2.096 2.342 -2.641
C 0.534 1.681 -3.560
C 0.856 6.103 -0.466
C 1.659 2.008 0.503
C -3.010 1.304 -2.803
C -4.337 1.545 -3.128
C -4.211 -3.620 -3.125
C 2.572 -0.423 2.228
C 1.476 5.583 -1.591
C 4.617 4.270 0.227
C 1.354 -5.383 -0.950
C -2.961 -2.482 0.880
C 0.615 1.402 -5.955
C -0.834 -2.327 3.671
C -0.350 -3.937 -1.856
C 0.828 -1.354 -2.812
C -0.614 -3.413 -0.589
C 0.130 -3.894 0.484
C 3.330 -1.454 1.672
C 1.923 1.553 -3.518
C 4.608 0.838 2.552
C -4.383 -2.633 -4.087
C 1.103 -4.872 0.315
C -2.816 -2.117 -1.830
C -1.167 -3.386 4.497
H 2.111 -6.143 -1.093
H -0.624 5.766 1.053
H -4.181 -0.759 0.460
H -5.941 -1.359 2.055
H -1.407 1.422 2.704
H 0.821 -5.281 -3.029
H 5.279 -2.166 1.146
H -4.964 -2.835 -4.978
H 2.835 -2.355 1.331
H 4.963 6.003 1.447
H -2.121 2.660 4.704
H 2.246 6.148 -2.100
H -3.279 -4.134 -1.276
H -3.821 -4.939 3.056
H -2.188 -3.499 4.831
H -0.865 -3.553 -2.725
H -1.253 3.536 0.212
H 0.095 1.325 -6.901
H 1.847 -0.257 4.931
H 3.726 1.279 -4.636
H -0.447 -5.124 5.536
H 1.658 -5.225 1.175
H -2.060 -4.341 1.478
H 1.142 7.076 -0.087
H -4.133 4.907 -3.525
H 2.435 1.585 -2.566
H -0.828 2.489 6.810
H -5.048 0.734 -3.171
H -5.766 3.047 -3.644
H -3.932 -0.616 -4.666
H 2.698 -2.069 -3.012
H 2.310 -2.845 -0.799
H -1.605 -1.619 3.384
H -1.822 4.460 -2.823
H 6.425 -0.104 1.912
H 2.561 1.140 -6.816
H 3.973 2.490 -0.805
H 2.486 -2.925 3.354
H -5.771 -3.448 3.380
H 1.474 3.990 2.323
H -4.671 -4.592 -3.245
H 1.173 1.027 6.899
H 3.119 -1.390 -0.642
H -0.026 -3.493 1.477
H 1.888 -4.805 4.779
H 5.096 1.743 2.889
H 1.602 3.944 -2.957
H 2.661 1.538 3.094
H -1.188 1.675 -4.848
*
```

These are the Löwdin partial charges, in e, on atoms 1 to 99: 0.93, 0.75, 0.21, 1.02, 1.07, 1.08, -0.35, -0.13, -0.19, 0.06, -0.07, 0.04, 0.10, 0.01, -0.08, -0.07, -0.01, -0.10, -0.09, -0.34, -0.07, -0.36, -0.06, -0.08, -0.11, -0.08, -0.11, -0.08, -0.11, -0.07, -0.18, -0.08, -0.07, -0.24, -0.10, -0.13, -0.07, -0.35, -0.05, -0.08, -0.06, -0.08, -0.07, -0.12, -0.08, -0.07, -0.07, -0.08, -0.07, -0.09, -0.29, -0.33, -0.08, -0.65, -0.30, 0.00, -0.07, -0.33, -0.07, -0.67, -0.09, -0.35, -0.07, -0.11, -0.08, -0.72, -0.32, -0.12, -0.15, -0.12, -0.06, -0.06, -0.09, -0.24, -0.07, 0.10, 0.11, 0.05, 0.10, -0.01, 0.11, 0.11, 0.11, 0.09, 0.10, 0.11, 0.11, 0.11, 0.10, 0.10, 0.11, 0.05, 0.10, 0.11, 0.10, 0.10, 0.10, 0.09, 0.11



(2)
A cluster of 2 separate species, C3H4ClN3 in total in a non-equilibrium geometry, computed with ωB97M-V with the def2-TZVPD basis set.

orbital gap = 8.27 eV

Structure (ORCA input):
```
! RIJCOSX wB97M-V def2-TZVPD def2/J DEFGRID3
* xyz 0 1
Cl -2.534 -0.393 -0.053
N 0.158 -2.222 0.227
N 3.224 0.215 -0.109
N -0.746 -0.021 -0.186
C -0.493 1.385 -0.084
C 2.169 -0.215 -0.024
C 0.020 -1.030 0.054
H -0.517 -2.949 0.376
H -1.097 1.898 -0.832
H -0.748 1.764 0.910
H 0.563 1.568 -0.278
*
```

Let us look at the natural (NBO) charges, expressed in e, one per atom: 0.14, -0.65, -0.49, -0.43, -0.42, 0.03, 0.69, 0.42, 0.22, 0.21, 0.27



(3)
A structure of composition C3H5NO in a non-equilibrium geometry, computed with ωB97M-V with the def2-TZVPD basis set.

orbital gap = 8.75 eV

Structure (ORCA input):
```
! RIJCOSX wB97M-V def2-TZVPD def2/J DEFGRID3
* xyz 0 1
O -1.561 0.273 1.740
N -0.728 -0.783 1.193
C -1.090 1.094 0.794
C 1.352 -0.260 -1.310
C -0.383 0.162 0.175
H 0.979 -0.608 -2.342
H -1.254 -1.656 1.160
H 1.889 0.678 -1.366
H 2.015 -1.010 -0.753
H -1.218 2.110 0.710
*
```

Let us look at the natural (NBO) charges, expressed in e, one per atom: -0.34, -0.36, -0.05, -0.52, 0.08, 0.21, 0.37, 0.19, 0.21, 0.20



(4)
A cluster of 2 separate species, C11H9NO in total in a non-equilibrium geometry, computed with ωB97M-V with the def2-TZVPD basis set.

structure (SMILES) = c1ccc(-c2ncco2)cc1.C#C
orbital gap = 9.10 eV

Structure (ORCA input):
```
! RIJCOSX wB97M-V def2-TZVPD def2/J DEFGRID3
* xyz 0 1
O 2.173 0.930 0.622
N 1.904 -0.984 -0.470
C -0.843 0.788 -2.374
C -0.766 -1.289 0.624
C 3.324 0.662 -0.156
C 1.351 -0.095 0.330
C 3.117 -0.549 -0.820
C -0.056 -0.087 -2.312
C -2.134 -1.333 0.841
C -2.082 0.989 1.522
C -0.066 -0.083 0.746
C -0.698 1.021 1.204
C -2.803 -0.145 1.189
H 4.111 1.371 -0.104
H -0.118 1.930 1.418
H -0.202 -2.177 0.455
H -2.711 -2.246 0.673
H -3.882 -0.143 1.008
H -1.533 1.615 -2.343
H 0.705 -0.839 -2.336
H -2.575 1.852 1.745
H 3.785 -1.187 -1.462
*
```

Let us look at the natural (NBO) charges, expressed in e, one per atom: -0.40, -0.50, -0.27, -0.16, 0.03, 0.51, -0.10, -0.23, -0.21, -0.21, -0.11, -0.17, -0.20, 0.21, 0.22, 0.23, 0.22, 0.22, 0.24, 0.25, 0.21, 0.23



(5)
A cluster of 2 separate species, C4H8NS in total in a non-equilibrium geometry, computed with ωB97M-V with the def2-TZVPD basis set.

orbital gap (alpha / beta) = 8.61 / 6.70 eV

Structure (ORCA input):
```
! RIJCOSX wB97M-V def2-TZVPD def2/J DEFGRID3
* xyz 1 1
S 2.687 -0.355 -0.021
N 0.034 -0.245 0.043
C 0.398 0.951 0.066
C -1.322 -0.759 -0.027
C 1.071 -1.332 -0.019
C 1.761 1.349 -0.021
H -2.099 0.047 0.284
H 1.967 1.784 -0.928
H -1.753 -0.889 -1.119
H 1.075 -1.915 0.917
H 2.085 2.087 0.797
H 1.163 -1.994 -0.909
H -1.244 2.557 -0.675
H -1.389 -1.692 0.683
*
```

Let us look at the natural (NBO) charges, expressed in e, one per atom: 0.24, -0.38, 0.57, -0.47, -0.35, -0.64, 0.26, 0.28, 0.27, 0.25, 0.31, 0.27, 0.13, 0.26



(6)
A cluster of 2 separate species, C23H28N3O in total in a non-equilibrium geometry, computed with ωB97M-V with the def2-TZVPD basis set.

orbital gap = 5.77 eV

Structure (ORCA input):
```
! RIJCOSX wB97M-V def2-TZVPD def2/J DEFGRID3
* xyz 1 1
O -0.223 4.103 -5.095
N 5.123 -1.638 1.553
N -5.224 -1.603 1.530
N 0.220 2.462 -1.329
C -2.423 0.815 1.416
C -2.818 -1.951 1.221
C -1.555 -1.428 1.016
C -3.919 -1.099 1.469
C -1.298 -0.029 1.152
C -0.347 3.671 -1.508
C 2.407 0.823 1.075
C -0.009 3.509 -3.888
C -3.685 0.297 1.591
C 5.690 -2.220 2.753
C -0.456 4.239 -2.767
C 5.798 -2.026 0.327
C 1.238 0.019 1.294
C 3.848 -1.079 1.552
C 0.654 1.759 -2.387
C -5.781 -2.078 2.780
C 2.706 -1.850 1.885
C 0.086 3.478 -6.352
C 1.439 -1.302 1.815
C -0.017 0.562 0.958
C -5.874 -2.150 0.350
C 3.672 0.286 1.183
C 0.583 2.244 -3.698
H 6.779 -2.127 2.679
H -0.745 -2.091 0.713
H 0.580 -1.895 2.126
H 5.432 -3.284 2.856
H 0.974 1.654 -4.517
H -0.729 4.212 -0.630
H -0.883 5.228 -2.920
H -5.567 -1.593 -0.544
H -0.447 2.526 -6.469
H -0.260 4.180 -7.109
H -5.398 -1.491 3.621
H -5.547 -3.140 2.955
H 6.877 -1.894 0.473
H 4.565 0.884 0.986
H 2.280 1.865 0.768
H -6.956 -2.045 0.490
H 5.342 -1.680 3.642
H 1.077 0.764 -2.185
H -2.258 1.896 1.511
H 5.462 -1.409 -0.514
H 0.005 1.548 0.518
H -4.550 0.939 1.793
H 2.858 -2.902 2.139
H 5.613 -3.086 0.084
H -6.868 -1.968 2.719
H -5.637 -3.215 0.204
H 1.168 3.336 -6.462
H -3.003 -3.027 1.178
*
```

Let us look at the natural (NBO) charges, expressed in e, one per atom: -0.49, -0.48, -0.50, -0.52, -0.14, -0.24, -0.16, 0.27, -0.09, 0.04, -0.08, 0.36, -0.22, -0.40, -0.28, -0.40, -0.21, 0.32, 0.05, -0.39, -0.29, -0.26, -0.04, 0.11, -0.40, -0.25, -0.34, 0.22, 0.22, 0.22, 0.18, 0.23, 0.20, 0.24, 0.21, 0.19, 0.22, 0.21, 0.18, 0.21, 0.24, 0.24, 0.21, 0.21, 0.19, 0.23, 0.21, 0.27, 0.24, 0.24, 0.19, 0.21, 0.18, 0.19, 0.23



Quick rundown of energy above the lowest of the compared OMol25 structures with the same formula, charge and spin, same order as above: 13.3, 115.2, 165.1, 46.9, 125.3, 53.0 kcal/mol